Record 1
{"formula": "C52H49ClF9NO4S", "method": "wB97M-V/def2-TZVPD", "de_lowest_kcal_mol": 14.1, "smiles": "C[C@@H](Cl)CN(COO)S(=O)(=O)F.Fc1ccccc1.Fc1ccccc1.Fc1ccccc1.Fc1ccccc1.Fc1ccccc1.Fc1ccccc1.Fc1ccccc1.Fc1ccccc1", "total_charge": 0, "homo_lumo_gap_ev": 9.633, "homo_energy_ev": -9.115, "energy_ev": -112210.2893, "spin_multiplicity": 1, "species": ["C", "C", "Cl", "C", "N", "C", "O", "O", "S", "O", "O", "F", "H", "H", "H", "H", "H", "H", "H", "H", "H", "F", "C", "C", "C", "C", "C", "C", "H", "H", "H", "H", "H", "F", "C", "C", "C", "C", "C", "C", "H", "H", "H", "H", "H", "F", "C", "C", "C", "C", "C", "C", "H", "H", "H", "H", "H", "F", "C", "C", "C", "C", "C", "C", "H", "H", "H", "H", "H", "F", "C", "C", "C", "C", "C", "C", "H", "H", "H", "H", "H", "F", "C", "C", "C", "C", "C", "C", "H", "H", "H", "H", "H", "F", "C", "C", "C", "C", "C", "C", "H", "H", "H", "H", "H", "F", "C", "C", "C", "C", "C", "C", "H", "H", "H", "H", "H"], "xyz": [[-2.815, -0.908, -5.111], [-3.509, 0.017, -6.121], [-2.508, 0.406, -7.543], [-4.853, -0.608, -6.535], [-5.751, -0.533, -5.356], [-6.336, -1.796, -4.970], [-7.175, -2.326, -5.984], [-8.060, -3.173, -5.274], [-6.853, 0.695, -5.500], [-7.913, 0.439, -6.389], [-6.123, 1.871, -5.767], [-7.342, 0.786, -4.038], [-2.020, -0.348, -4.626], [-3.535, -1.158, -4.335], [-2.424, -1.805, -5.585], [-3.773, 0.924, -5.587], [-4.673, -1.630, -6.854], [-5.272, -0.027, -7.352], [-5.551, -2.514, -4.746], [-6.959, -1.623, -4.093], [-8.843, -3.252, -5.841], [-1.798, 2.153, -3.918], [-1.939, 1.984, -2.589], [-0.819, 1.740, -1.819], [-0.968, 1.564, -0.451], [-2.230, 1.624, 0.126], [-3.344, 1.865, -0.664], [-3.201, 2.052, -2.031], [0.155, 1.688, -2.288], [-0.099, 1.379, 0.167], [-2.341, 1.482, 1.192], [-4.327, 1.906, -0.213], [-4.057, 2.250, -2.664], [-0.203, -2.040, -2.189], [0.898, -1.854, -1.434], [2.075, -1.468, -2.045], [3.205, -1.273, -1.263], [3.145, -1.475, 0.109], [1.954, -1.868, 0.705], [0.820, -2.055, -0.071], [2.102, -1.324, -3.117], [4.131, -0.964, -1.725], [4.030, -1.327, 0.715], [1.907, -2.029, 1.774], [-0.121, -2.351, 0.374], [5.316, -3.065, -2.053], [5.422, -4.389, -1.830], [4.327, -5.073, -1.339], [4.434, -6.437, -1.114], [5.630, -7.095, -1.373], [6.720, -6.388, -1.862], [6.616, -5.026, -2.098], [3.407, -4.539, -1.137], [3.584, -6.988, -0.736], [5.711, -8.159, -1.193], [7.654, -6.899, -2.061], [7.447, -4.464, -2.487], [9.073, -4.280, -3.915], [10.177, -4.105, -3.155], [11.360, -3.748, -3.768], [12.493, -3.565, -2.989], [12.431, -3.750, -1.615], [11.233, -4.113, -1.016], [10.093, -4.288, -1.787], [11.389, -3.617, -4.842], [13.425, -3.278, -3.456], [13.317, -3.610, -1.011], [11.184, -4.261, 0.054], [9.152, -4.563, -1.334], [-0.946, 0.628, 2.888], [-1.257, -0.527, 3.506], [-1.784, -1.557, 2.755], [-2.095, -2.756, 3.380], [-1.887, -2.902, 4.745], [-1.361, -1.851, 5.484], [-1.037, -0.654, 4.862], [-1.947, -1.416, 1.694], [-2.503, -3.575, 2.802], [-2.134, -3.836, 5.232], [-1.202, -1.963, 6.548], [-0.617, 0.174, 5.418], [5.918, 0.594, 2.451], [5.769, 1.653, 1.630], [6.801, 2.562, 1.511], [6.644, 3.648, 0.661], [5.462, 3.815, -0.047], [4.434, 2.892, 0.091], [4.589, 1.799, 0.931], [7.711, 2.418, 2.077], [7.447, 4.365, 0.552], [5.342, 4.665, -0.705], [3.510, 3.022, -0.457], [3.802, 1.065, 1.045], [-4.457, 2.333, 3.276], [-5.374, 3.237, 2.875], [-5.338, 4.512, 3.402], [-6.281, 5.439, 2.983], [-7.249, 5.079, 2.054], [-7.272, 3.790, 1.538], [-6.325, 2.863, 1.947], [-4.584, 4.768, 4.124], [-6.259, 6.444, 3.382], [-7.985, 5.803, 1.732], [-8.027, 3.507, 0.817], [-6.321, 1.855, 1.551], [-4.847, 6.081, 5.704], [-4.985, 5.903, 7.036], [-3.863, 5.655, 7.799], [-4.008, 5.477, 9.167], [-5.267, 5.540, 9.748], [-6.383, 5.787, 8.961], [-6.244, 5.975, 7.594], [-2.891, 5.602, 7.326], [-3.137, 5.288, 9.780], [-5.378, 5.397, 10.814], [-7.366, 5.833, 9.412], [-7.100, 6.176, 6.964]], "lowdin_charge": [-0.10, -0.74, 0.63, -0.21, -0.19, -0.23, -0.13, -0.02, 0.58, -0.20, -0.22, -0.10, 0.06, 0.07, 0.08, 0.08, 0.13, 0.11, 0.14, 0.13, 0.11, 0.05, -0.29, -0.02, -0.08, -0.09, -0.07, -0.01, 0.12, 0.10, 0.08, 0.09, 0.12, 0.05, -0.29, -0.01, -0.09, -0.11, -0.07, -0.02, 0.12, 0.10, 0.10, 0.11, 0.10, 0.06, -0.27, -0.01, -0.08, -0.10, -0.08, -0.02, 0.11, 0.10, 0.10, 0.11, 0.08, 0.05, -0.28, -0.02, -0.08, -0.10, -0.08, -0.02, 0.12, 0.10, 0.10, 0.11, 0.10, 0.05, -0.28, -0.03, -0.08, -0.10, -0.08, -0.01, 0.11, 0.11, 0.10, 0.10, 0.12, 0.05, -0.29, -0.02, -0.08, -0.10, -0.08, -0.02, 0.12, 0.10, 0.10, 0.10, 0.10, 0.05, -0.28, -0.02, -0.08, -0.10, -0.09, -0.03, 0.10, 0.10, 0.10, 0.10, 0.11, 0.04, -0.28, -0.02, -0.08, -0.10, -0.08, -0.01, 0.12, 0.10, 0.10, 0.11, 0.12]}

Record 2
{"formula": "C5H9N3O", "method": "wB97M-V/def2-TZVPD", "de_lowest_kcal_mol": 30.5, "smiles": "[H]/N=C(/C=C)N(C)C(N)=O", "total_charge": 0, "homo_lumo_gap_ev": 9.800, "homo_energy_ev": -9.201, "energy_ev": -11848.0858, "spin_multiplicity": 1, "species": ["H", "N", "C", "C", "C", "N", "C", "C", "N", "O", "H", "H", "H", "H", "H", "H", "H", "H"], "xyz": [[-1.560, -0.062, -1.902], [-1.114, 0.811, -1.640], [-0.284, 0.648, -0.680], [0.508, 1.832, -0.290], [0.173, 3.001, -0.802], [0.066, -0.536, 0.048], [1.223, -0.650, 0.880], [-0.799, -1.630, -0.019], [-0.587, -2.627, 0.905], [-1.753, -1.719, -0.821], [1.390, 1.775, 0.304], [-0.710, 3.067, -1.359], [0.753, 3.910, -0.600], [1.984, -0.094, 0.395], [1.020, -0.344, 1.897], [1.530, -1.692, 0.882], [-0.381, -2.479, 1.897], [-1.458, -3.212, 0.905]], "lowdin_charge": [0.04, 0.17, -0.35, -0.12, 0.03, -0.03, -0.06, -0.52, 0.13, 0.02, 0.07, 0.04, 0.07, 0.08, 0.10, 0.09, 0.11, 0.13]}